# 1
2 unconnected molecules or ions with the total composition C6H14N2. Source: the Open Molecules 2025 dataset; level of theory: ωB97M-V with the def2-TZVPD basis set.

XYZ file:
```
22
Properties=species:S:1:pos:R:3:mulliken_charge:R:1
C 1.228 -1.954 -2.184 -0.83
N 1.458 0.857 -1.679 -0.52
C 0.281 0.187 -1.974 0.10
N 0.100 -1.036 -2.236 -0.46
H 1.646 -2.059 -3.186 0.30
H 0.852 -2.916 -1.849 0.26
H 2.037 -1.644 -1.512 0.26
H 1.343 1.632 -1.045 0.27
H 2.228 0.278 -1.399 0.22
H -0.595 0.831 -2.009 0.40
C -1.146 1.845 1.406 -1.19
C -0.689 0.435 1.678 1.05
C 0.531 0.180 2.142 -1.04
C -1.682 -0.644 1.373 -1.23
H -1.340 1.964 0.336 0.23
H -0.403 2.574 1.723 0.33
H -2.087 2.065 1.914 0.36
H 0.859 -0.831 2.347 0.27
H 1.231 0.986 2.323 0.27
H -1.302 -1.626 1.647 0.32
H -1.918 -0.659 0.305 0.29
H -2.634 -0.465 1.877 0.35
```

Results
max |F|: 0.425 eV/Å
electronic energy: -9428.398 eV
SMILES string: C/N=C\N.C=C(C)C
LUMO energy: 0.86 eV
orbital gap: 10.1 eV
energy above the lowest of the compared OMol25 structures with the same formula, charge and spin: 1.086 eV

# 2
C6H14N2 in the gas phase in a non-equilibrium geometry. Source: the Open Molecules 2025 dataset; level of theory: ωB97M-V with the def2-TZVPD basis set.

XYZ file:
```
22
Properties=species:S:1:pos:R:3:mulliken_charge:R:1
C 0.467 -0.625 -2.138 -0.40
C 0.411 0.526 -1.132 -1.35
C 0.099 0.217 0.312 0.51
C 1.003 0.456 1.260 -0.18
N 0.832 0.014 2.578 -0.52
C -1.302 -0.237 0.550 -0.85
C -2.187 0.740 1.384 -1.20
N 1.773 -1.219 -2.301 -0.49
H -0.235 -1.423 -1.860 0.27
H -0.043 -0.199 -3.014 0.26
H 1.333 1.117 -1.241 0.48
H -0.316 1.274 -1.476 0.41
H 1.818 1.149 1.085 0.37
H 0.481 -0.923 2.703 0.23
H 1.669 0.098 3.136 0.25
H -1.819 -0.208 -0.408 0.33
H -1.472 -1.277 0.850 0.48
H -1.801 1.721 1.122 0.35
H -1.939 0.603 2.418 0.29
H -3.223 0.433 1.330 0.40
H 1.953 -1.631 -3.201 0.19
H 2.496 -0.607 -1.957 0.20
```

Results
max |F|: 2.329 eV/Å
electronic energy: -9428.039 eV
SMILES string: CC/C(=C\N)CCN
LUMO energy: 1.04 eV
orbital gap: 8.8 eV
energy above the lowest of the compared OMol25 structures with the same formula, charge and spin: 1.446 eV

# 3
A gas-phase ion, C6H14N2 (charge +1) in a non-equilibrium geometry. Source: the Open Molecules 2025 dataset; level of theory: ωB97M-V with the def2-TZVPD basis set.

XYZ file:
```
22
Properties=species:S:1:pos:R:3:mulliken_charge:R:1
C -0.980 -0.228 -1.190 -0.49
N -1.020 -0.506 0.231 0.18
C -2.258 -0.469 0.988 -0.47
N -2.124 -0.674 2.396 -0.54
C 0.435 -0.210 -1.745 -0.60
C 1.303 0.970 -1.274 -0.76
C 1.928 0.827 0.085 0.04
C 3.175 0.420 0.266 -0.92
H -1.564 -1.000 -1.688 0.38
H -1.470 0.737 -1.386 0.37
H -0.271 -0.053 0.762 0.15
H -2.660 0.551 0.842 0.39
H -3.011 -1.146 0.585 0.38
H -1.740 0.115 2.903 0.27
H -1.600 -1.518 2.613 0.27
H 0.343 -0.115 -2.832 0.35
H 0.941 -1.171 -1.619 0.38
H 0.668 1.866 -1.271 0.25
H 2.096 1.130 -2.005 0.41
H 1.289 1.023 0.946 0.41
H 3.820 0.363 -0.599 0.25
H 3.581 0.265 1.251 0.29
```

Results
max |F|: 2.089 eV/Å
electronic energy: -9420.037 eV
multiplicity: 2
<S²>: 0.754
LUMO energy (spin up / spin down): -2.91 / -7.83 eV
orbital gap (spin up / spin down): 10.5 / 5.6 eV
net charge: +1
energy above the lowest of the compared OMol25 structures with the same formula, charge and spin: 1.068 eV

# 4
A gas-phase ion, C6H14N2 (charge +1) in a non-equilibrium geometry. Source: the Open Molecules 2025 dataset; level of theory: ωB97M-V with the def2-TZVPD basis set.

XYZ file:
```
22
Properties=species:S:1:pos:R:3:mulliken_charge:R:1
C -0.806 2.792 0.213 -0.49
C 0.520 2.280 0.832 -0.73
C 1.003 0.965 0.296 -0.52
C 0.406 -0.250 0.625 0.32
N 0.919 -1.405 0.270 -0.13
C 0.263 -2.730 0.400 -0.43
C -0.522 -2.996 -0.874 -1.07
N -1.183 2.235 -1.091 -0.60
H -1.649 2.605 0.868 0.33
H -0.739 3.862 0.056 0.36
H 0.428 2.172 1.891 0.41
H 1.391 2.923 0.685 0.36
H 1.834 0.969 -0.398 0.31
H -0.441 -0.220 1.295 0.39
H 1.611 -1.309 -0.468 0.29
H 1.082 -3.445 0.482 0.31
H -0.214 -2.681 1.376 0.35
H -1.544 -2.612 -0.819 0.32
H -0.794 -4.060 -0.912 0.37
H 0.092 -2.800 -1.741 0.37
H -0.557 2.483 -1.854 0.27
H -1.100 1.222 -1.130 0.20
```

Results
max |F|: 2.238 eV/Å
electronic energy: -9420.848 eV
multiplicity: 2
<S²>: 0.765
LUMO energy (spin up / spin down): -3.40 / -6.59 eV
orbital gap (spin up / spin down): 9.7 / 6.5 eV
net charge: +1
energy above the lowest of the compared OMol25 structures with the same formula, charge and spin: 0.256 eV

# 5
2 unconnected molecules or ions with the total composition C6H14N2O in a non-equilibrium geometry. Source: the Open Molecules 2025 dataset; level of theory: ωB97M-V with the def2-TZVPD basis set.

XYZ file:
```
23
Properties=species:S:1:pos:R:3:mulliken_charge:R:1
C -0.603 1.427 0.242 0.01
C 1.573 1.404 -0.692 -0.69
C -0.643 2.789 0.933 -1.31
O 0.186 1.407 -0.925 -0.36
H -0.243 0.663 0.946 0.23
H -1.608 1.153 -0.090 0.27
H 1.857 0.547 -0.065 0.27
H 2.051 1.312 -1.664 0.23
H 1.911 2.332 -0.216 0.33
H -0.955 3.560 0.227 0.30
H -1.351 2.759 1.756 0.41
H 0.333 3.056 1.333 0.33
C -1.351 -2.368 0.277 -1.10
C -0.133 -1.915 -0.463 0.78
C -0.136 -1.485 -1.729 -0.83
N 1.112 -1.946 0.157 0.01
N 1.114 -2.328 1.353 -0.70
H 2.084 -2.310 1.707 0.25
H -1.267 -3.430 0.512 0.36
H -1.416 -1.830 1.225 0.29
H -2.249 -2.194 -0.311 0.36
H 0.778 -1.183 -2.207 0.28
H -1.043 -1.420 -2.306 0.29
```

Results
max |F|: 2.078 eV/Å
electronic energy: -11474.237 eV
SMILES string: [H]/N=N/C(=C)C.CCOC
LUMO energy: 0.23 eV
orbital gap: 9.4 eV
energy above the lowest of the compared OMol25 structures with the same formula, charge and spin: 3.533 eV

# 6
A molecular structure, C6H14N2O in a non-equilibrium geometry. Source: the Open Molecules 2025 dataset; level of theory: ωB97M-V with the def2-TZVPD basis set.

XYZ file:
```
23
Properties=species:S:1:pos:R:3:mulliken_charge:R:1
C 0.169 -0.023 0.198 1.64
C -1.674 -1.627 0.822 -0.49
C -1.176 -0.230 -0.263 -1.09
C 0.340 0.657 1.537 -1.66
C 1.181 -1.108 -0.040 -2.01
C 0.518 1.385 -1.197 0.32
N 0.655 2.738 -0.977 -0.44
O -1.492 -2.856 0.198 -0.52
N 1.018 0.851 -2.239 -0.67
H -0.554 -3.074 0.188 0.35
H 0.039 3.167 -0.305 0.21
H 1.005 3.343 -1.713 0.19
H 1.495 1.487 -2.890 0.18
H -2.746 -1.452 0.899 0.35
H -1.243 -1.591 1.827 0.28
H -1.273 -0.644 -1.259 0.44
H -1.863 0.574 -0.022 0.42
H 0.333 -0.058 2.359 0.44
H 1.326 1.126 1.550 0.42
H -0.421 1.412 1.724 0.35
H 2.079 -0.583 -0.401 0.44
H 0.894 -1.787 -0.841 0.43
H 1.390 -1.708 0.846 0.41
```

Results
max |F|: 5.708 eV/Å
electronic energy: -11473.859 eV
LUMO energy: 0.74 eV
orbital gap: 8.8 eV
energy above the lowest of the compared OMol25 structures with the same formula, charge and spin: 3.911 eV

# 7
2 unconnected molecules or ions with the total composition C6H14N2O2 in a non-equilibrium geometry. Source: the Open Molecules 2025 dataset; level of theory: ωB97M-V with the def2-TZVPD basis set.

XYZ file:
```
24
Properties=species:S:1:pos:R:3:mulliken_charge:R:1
C 0.007 -2.463 -0.086 -1.20
C -0.388 -0.977 3.375 -0.77
C -0.818 -1.818 0.919 0.71
O -1.654 -0.951 0.673 -0.56
N -0.339 -1.919 2.315 -0.19
H 0.894 -1.908 -0.247 0.31
H 0.332 -2.711 2.358 0.20
H 0.672 -0.764 3.776 0.28
H 0.393 -3.514 0.324 0.32
H -0.381 -2.536 -1.063 0.38
H -0.781 0.056 3.100 0.27
H -1.150 -1.292 4.202 0.24
C -1.402 1.555 -0.989 -0.89
C 2.454 1.160 -1.989 -1.11
C 1.032 1.752 -1.615 0.75
O 0.966 2.871 -1.248 -0.57
N -0.128 0.979 -1.585 -0.16
H -0.064 0.059 -1.921 0.16
H -1.107 2.557 -0.503 0.26
H 3.123 2.056 -2.158 0.31
H -2.167 1.836 -1.795 0.26
H -1.930 1.022 -0.347 0.43
H 3.065 0.622 -1.138 0.23
H 2.565 0.477 -2.792 0.36
```

Results
max |F|: 6.635 eV/Å
electronic energy: -13522.880 eV
SMILES string: CNC(C)=O.CNC(C)=O
LUMO energy: 0.56 eV
orbital gap: 9.9 eV
energy above the lowest of the compared OMol25 structures with the same formula, charge and spin: 2.744 eV

# 8
2 unconnected molecules or ions with the total composition C6H14N2O2 in a non-equilibrium geometry. Source: the Open Molecules 2025 dataset; level of theory: ωB97M-V with the def2-TZVPD basis set.

XYZ file:
```
24
Properties=species:S:1:pos:R:3:mulliken_charge:R:1
C 2.136 1.816 -2.021 -1.26
C 1.504 -1.642 -0.784 -0.58
C 1.553 0.651 -1.285 0.72
O 0.408 0.632 -0.891 -0.63
N 2.253 -0.569 -1.325 -0.16
H 3.068 2.267 -1.670 0.35
H 3.190 -0.584 -1.659 0.19
H 0.530 -1.399 -0.392 -0.22
H 2.384 1.438 -3.023 0.29
H 1.549 2.719 -2.144 0.34
H 1.116 -2.412 -1.466 0.35
H 2.055 -2.221 -0.036 0.34
C -2.161 1.824 1.695 -0.92
C -1.464 -1.898 1.005 -0.85
C -1.778 -0.664 1.854 0.76
O -2.251 -0.702 2.971 -0.65
N -1.651 0.543 1.196 -0.06
H -1.417 0.529 0.221 0.24
H -1.335 2.541 1.653 0.28
H -1.425 -2.774 1.644 0.37
H -2.986 2.109 1.062 0.31
H -2.514 1.685 2.713 0.31
H -2.214 -2.182 0.259 0.30
H -0.549 -1.709 0.424 0.18
```

Results
max |F|: 3.154 eV/Å
electronic energy: -13524.071 eV
SMILES string: CNC(C)=O.CNC(C)=O
LUMO energy: 0.63 eV
orbital gap: 9.6 eV
energy above the lowest of the compared OMol25 structures with the same formula, charge and spin: 1.554 eV

# 9
2 unconnected molecules or ions with the total composition C6H14N2O2 in a non-equilibrium geometry. Source: the Open Molecules 2025 dataset; level of theory: ωB97M-V with the def2-TZVPD basis set.

XYZ file:
```
24
Properties=species:S:1:pos:R:3:mulliken_charge:R:1
C -0.861 -0.662 -3.189 -1.14
C 1.281 -1.780 -0.275 -0.87
C -0.072 -0.550 -1.919 0.73
O 0.209 0.550 -1.467 -0.69
N 0.302 -1.708 -1.318 -0.17
H -1.790 -0.093 -3.107 0.27
H -0.020 -2.546 -1.775 0.21
H 0.949 -2.132 0.697 0.25
H -0.320 -0.115 -3.965 0.28
H -1.119 -1.648 -3.574 0.36
H 2.148 -2.346 -0.632 0.35
H 1.702 -0.819 0.023 0.33
C -1.041 -0.306 2.558 -0.91
C 0.573 2.610 0.814 -0.83
C 0.256 1.701 1.967 0.73
O 0.482 2.020 3.118 -0.65
N -0.329 0.522 1.620 0.00
H -0.434 0.350 0.631 0.07
H -0.843 -1.342 2.334 0.27
H 0.207 2.236 -0.151 0.19
H -0.787 -0.026 3.576 0.33
H -2.135 -0.225 2.476 0.30
H 0.015 3.525 0.943 0.32
H 1.629 2.782 0.616 0.26
```

Results
max |F|: 1.575 eV/Å
electronic energy: -13524.930 eV
SMILES string: CNC(C)=O.CNC(C)=O
LUMO energy: 0.53 eV
orbital gap: 9.7 eV
energy above the lowest of the compared OMol25 structures with the same formula, charge and spin: 0.695 eV

# 10
2 unconnected molecules or ions with the total composition C6H14N2O2 in a non-equilibrium geometry. Source: the Open Molecules 2025 dataset; level of theory: ωB97M-V with the def2-TZVPD basis set.

XYZ file:
```
24
Properties=species:S:1:pos:R:3:mulliken_charge:R:1
C 0.217 2.616 1.078 -1.27
C -0.785 -0.468 3.013 -0.84
C -0.451 1.311 1.360 0.80
O -1.278 0.839 0.611 -0.71
N -0.127 0.741 2.564 -0.25
H -0.296 3.050 0.202 0.36
H 0.861 0.718 2.721 0.27
H -1.850 -0.352 3.156 0.28
H 0.440 3.242 1.913 0.40
H 1.203 2.427 0.640 0.29
H -0.632 -1.331 2.372 0.30
H -0.339 -0.794 3.945 0.34
C -1.039 -2.192 -1.759 -1.03
C 1.504 0.580 -1.487 -0.70
C 0.962 -0.780 -1.787 0.66
O 1.657 -1.657 -2.275 -0.66
N -0.373 -0.895 -1.584 -0.17
H -0.833 -0.264 -0.966 0.37
H -0.283 -2.891 -2.048 0.40
H 1.717 0.999 -2.481 0.28
H -1.462 -2.509 -0.816 0.30
H -1.839 -2.140 -2.480 0.29
H 0.764 1.248 -1.063 -0.02
H 2.396 0.645 -0.890 0.32
```

Results
max |F|: 2.168 eV/Å
electronic energy: -13524.818 eV
SMILES string: CNC(C)=O.CNC(C)=O
LUMO energy: 0.60 eV
orbital gap: 9.9 eV
energy above the lowest of the compared OMol25 structures with the same formula, charge and spin: 0.806 eV

# 11
2 unconnected molecules or ions with the total composition C6H14N2O2 in a non-equilibrium geometry. Source: the Open Molecules 2025 dataset; level of theory: ωB97M-V with the def2-TZVPD basis set.

XYZ file:
```
24
Properties=species:S:1:pos:R:3:mulliken_charge:R:1
C 3.187 -0.015 -1.172 -0.99
C 1.798 0.948 2.222 -0.75
C 2.475 -0.098 0.159 0.71
O 1.868 -1.099 0.512 -0.63
N 2.472 1.023 0.934 -0.24
H 3.886 0.827 -1.115 0.30
H 3.262 1.641 0.835 0.26
H 0.732 0.844 2.057 0.15
H 3.881 -0.852 -1.163 0.31
H 2.588 -0.142 -2.069 0.26
H 2.064 0.059 2.803 0.26
H 1.958 1.883 2.734 0.38
C -1.381 1.062 -0.501 -0.77
C -3.662 -1.925 -0.558 -0.87
C -2.569 0.225 -0.827 0.69
O -3.555 0.661 -1.408 -0.65
N -2.515 -1.048 -0.409 -0.17
H -1.055 1.829 -1.216 0.34
H -1.684 -1.478 -0.045 0.23
H -3.688 -2.409 -1.537 0.26
H -1.378 1.628 0.424 0.26
H -0.511 0.412 -0.435 0.02
H -3.618 -2.665 0.242 0.34
H -4.556 -1.309 -0.465 0.29
```

Results
max |F|: 2.110 eV/Å
electronic energy: -13524.740 eV
SMILES string: CNC(C)=O.CNC(C)=O
LUMO energy: 0.68 eV
orbital gap: 10.1 eV
energy above the lowest of the compared OMol25 structures with the same formula, charge and spin: 0.884 eV

# 12
2 unconnected molecules or ions with the total composition C6H14N2O2 in a non-equilibrium geometry. Source: the Open Molecules 2025 dataset; level of theory: ωB97M-V with the def2-TZVPD basis set.

XYZ file:
```
24
Properties=species:S:1:pos:R:3:mulliken_charge:R:1
C -1.321 0.459 2.169 -1.02
C -3.238 0.910 -1.010 -0.89
C -1.541 0.783 0.723 0.69
O -0.621 0.742 -0.084 -0.74
N -2.793 1.176 0.337 -0.19
H -1.251 -0.606 2.230 0.25
H -3.460 1.398 1.053 0.20
H -2.416 0.591 -1.629 0.32
H -0.320 0.744 2.495 0.30
H -2.112 0.866 2.794 0.35
H -4.009 0.141 -1.042 0.30
H -3.561 1.836 -1.496 0.30
C 3.138 0.892 -0.581 -1.00
C 1.310 -2.415 -0.356 -0.91
C 2.323 -1.375 -0.775 0.67
O 3.375 -1.756 -1.276 -0.66
N 2.043 -0.066 -0.608 -0.03
H 1.113 0.259 -0.349 0.35
H 4.059 0.389 -0.293 0.34
H 1.817 -3.356 -0.178 0.32
H 3.315 1.314 -1.568 0.29
H 2.868 1.715 0.080 0.31
H 0.713 -2.153 0.524 0.20
H 0.569 -2.487 -1.160 0.25
```

Results
max |F|: 1.085 eV/Å
electronic energy: -13524.930 eV
SMILES string: CNC(C)=O.CNC(C)=O
LUMO energy: 0.51 eV
orbital gap: 9.3 eV
energy above the lowest of the compared OMol25 structures with the same formula, charge and spin: 0.694 eV